Entry 1:
C60H144N8O4 | ωB97M-V with the def2-TZVPD basis set

Each line ends with the Mulliken charge.
Atoms and positions in Å:
C -3.90670 -0.29309 -18.53358  -2.59
C -3.63832 -1.78308 -18.32811  1.84
N -4.15568 -2.35132 -17.06803  0.69
C -3.67756 -1.63479 -15.89712  -1.21
C -2.17874 -1.72433 -15.72301  -0.67
C -5.60701 -2.45185 -16.99167  -0.80
C -6.21692 -3.37494 -18.06394  -0.50
H -3.40001 0.32626 -17.79285  0.57
H -4.98285 -0.12975 -18.52674  0.42
H -3.51041 -0.02800 -19.51708  0.42
H -4.11786 -2.33847 -19.13572  -0.15
H -2.60795 -2.14050 -18.39819  -1.09
H -4.03411 -0.59313 -15.92450  0.40
H -4.10987 -2.00647 -14.96402  0.54
H -1.84428 -2.73169 -15.52022  0.25
H -1.63984 -1.36350 -16.60325  -0.09
H -1.85589 -1.07433 -14.90656  0.59
H -6.10219 -1.47208 -17.04816  0.31
H -5.84290 -2.91299 -16.03218  0.50
H -5.68357 -4.32554 -18.04518  -0.06
H -6.01321 -2.94548 -19.04502  -0.12
H -7.28488 -3.50476 -17.91089  0.56
C 1.53711 -12.59298 -18.29217  -1.58
C 1.20964 -11.32948 -19.11124  0.24
N 0.14600 -11.49463 -20.12449  0.92
C 0.58953 -12.32271 -21.25157  -0.70
C 1.67522 -11.67966 -22.11062  -1.09
C -1.09790 -12.00796 -19.56196  -1.86
C -1.73773 -11.03019 -18.56471  -0.10
H 2.29343 -12.33477 -17.54878  0.41
H 1.94919 -13.38052 -18.92271  0.32
H 0.64510 -12.93988 -17.77436  0.33
H 0.86920 -10.57805 -18.39548  -0.21
H 2.14251 -10.99822 -19.56639  0.08
H 0.88016 -13.32052 -20.89537  0.45
H -0.31357 -12.41444 -21.86118  0.43
H 1.33120 -10.67295 -22.35509  0.09
H 2.61505 -11.58817 -21.56826  0.26
H 1.79135 -12.22161 -23.04655  0.44
H -0.98703 -13.00422 -19.11609  0.59
H -1.76796 -12.13314 -20.41710  0.57
H -1.31695 -11.24658 -17.58114  0.62
H -2.82130 -11.10626 -18.52924  0.29
H -1.46559 -10.01772 -18.86324  -0.41
C 2.83621 -7.34738 -19.00903  0.66
C 4.30405 -7.70766 -19.15247  -1.98
N 4.99905 -7.76119 -17.87491  0.46
C 6.43933 -7.55614 -18.03741  -0.73
C 6.77883 -6.08201 -18.20089  -0.96
C 4.68384 -8.88143 -16.99751  -0.07
C 4.80911 -10.28845 -17.58042  -0.95
H 2.69320 -6.49212 -18.34415  -1.21
H 2.25547 -8.18012 -18.61016  0.98
H 2.42083 -7.03993 -19.97020  0.17
H 4.32205 -8.71204 -19.60580  0.53
H 4.81925 -7.03370 -19.83291  0.66
H 6.95108 -7.81129 -17.10496  0.46
H 6.85285 -8.21383 -18.81278  0.36
H 7.82817 -5.97653 -18.49571  0.49
H 6.18944 -5.59267 -18.98026  -0.05
H 6.65544 -5.50525 -17.28561  0.29
H 3.68026 -8.76265 -16.57796  -0.41
H 5.35391 -8.79136 -16.14207  0.62
H 4.63468 -11.04241 -16.81335  0.50
H 5.82613 -10.43001 -17.95676  0.32
H 4.11659 -10.46001 -18.40606  -0.05
C -3.65598 -9.28263 -20.75952  -0.07
C -3.35024 -8.39252 -21.96231  -0.84
N -2.06076 -7.71220 -21.86602  2.01
C -1.84337 -6.78034 -22.99792  -1.70
C -2.74530 -5.58059 -22.89703  -0.25
C -0.97739 -8.68613 -21.78354  0.42
C 0.42220 -8.11631 -21.60384  -0.83
H -3.52564 -8.76408 -19.80458  -0.27
H -3.02186 -10.16587 -20.76837  0.02
H -4.70341 -9.57970 -20.66806  0.35
H -3.48794 -8.89751 -22.93141  0.14
H -4.13700 -7.63184 -21.97386  -0.21
H -2.03569 -7.36785 -23.90972  0.48
H -0.80171 -6.47295 -22.95381  0.51
H -2.53424 -5.10693 -21.93439  -0.49
H -3.81091 -5.77311 -23.01238  0.37
H -2.51264 -4.84608 -23.67237  0.57
H -1.13232 -9.18826 -20.82312  -0.70
H -0.98351 -9.46593 -22.55757  0.32
H 0.49775 -7.24103 -20.95676  -0.51
H 1.16472 -8.80357 -21.20044  0.33
H 0.78503 -7.80141 -22.59093  0.39
C -3.68895 -10.84352 -12.97798  -1.38
C -4.61090 -10.47823 -14.12744  -0.34
N -3.90470 -10.34950 -15.38652  0.44
C -2.93457 -9.25737 -15.43968  0.09
C -3.53258 -7.88012 -15.19374  -0.61
C -4.84216 -10.27494 -16.52132  0.85
C -5.29612 -11.70105 -16.87463  -1.58
H -3.20258 -9.93606 -12.59814  0.27
H -2.86167 -11.49338 -13.26126  0.31
H -4.22317 -11.25926 -12.12405  0.43
H -5.31229 -11.31191 -14.22342  0.40
H -5.22004 -9.59871 -13.87164  0.38
H -2.12579 -9.40345 -14.71798  0.37
H -2.44450 -9.28434 -16.41435  -0.72
H -3.90160 -7.76071 -14.17528  0.46
H -2.74662 -7.14146 -15.38710  -0.05
H -4.31140 -7.55676 -15.89063  0.04
H -4.30611 -9.89432 -17.38984  -0.83
H -5.67814 -9.61537 -16.25927  0.32
H -6.04487 -12.13915 -16.21587  0.42
H -4.43185 -12.36428 -16.89379  0.31
H -5.71940 -11.70310 -17.88430  0.39
C 3.15656 -4.41899 -19.04220  1.79
C 3.50266 -3.07971 -18.42040  -0.56
N 4.22042 -2.15360 -19.31949  0.77
C 5.54840 -2.71159 -19.62596  -0.22
C 6.30785 -1.86874 -20.65584  -1.46
C 4.40330 -0.88796 -18.60069  -0.72
C 3.09405 -0.12776 -18.46614  -0.90
H 2.50758 -4.95107 -18.34491  -1.08
H 4.03310 -5.03051 -19.24405  -0.38
H 2.62962 -4.28030 -19.98884  -0.02
H 2.63329 -2.57102 -18.00600  -0.59
H 4.10588 -3.26251 -17.51134  0.38
H 6.16542 -2.88290 -18.73149  0.29
H 5.36381 -3.69553 -20.05340  0.17
H 7.07198 -2.42754 -21.19289  0.43
H 5.58497 -1.56087 -21.41728  0.22
H 6.72495 -0.95474 -20.23875  0.36
H 5.08895 -0.25384 -19.16071  0.43
H 4.84102 -1.06475 -17.60564  0.34
H 3.23346 0.92117 -18.20595  0.49
H 2.49893 -0.54933 -17.65944  0.18
H 2.51234 -0.23935 -19.38128  0.09
C -7.16910 -9.69502 -22.41141  -1.10
C -8.29354 -8.69254 -22.12508  -0.38
N -8.25079 -8.15297 -20.76081  0.07
C -9.51850 -7.44352 -20.45934  -0.38
C -10.66658 -8.44153 -20.34761  -1.37
C -7.09332 -7.27602 -20.70189  0.49
C -6.71951 -6.88106 -19.28655  -0.49
H -6.26846 -9.19579 -22.76966  0.13
H -7.46806 -10.35828 -23.22773  0.48
H -6.99895 -10.32754 -21.54275  0.23
H -8.34560 -7.88327 -22.86849  0.33
H -9.23002 -9.24803 -22.21563  0.42
H -9.41076 -6.84356 -19.55779  0.31
H -9.65307 -6.68270 -21.24392  0.39
H -10.41533 -9.38553 -19.86996  0.32
H -11.36548 -7.94433 -19.66585  0.44
H -11.18482 -8.64451 -21.28142  0.35
H -7.30855 -6.35082 -21.27143  0.25
H -6.20501 -7.64115 -21.21589  -0.78
H -6.54915 -7.76082 -18.65728  0.23
H -7.49817 -6.29376 -18.80222  0.41
H -5.77667 -6.33525 -19.20920  -0.42
C -2.61540 -1.38794 -25.62023  -1.85
C -2.51073 -1.56940 -24.12129  0.41
N -3.71939 -2.06933 -23.49080  0.14
C -3.50019 -2.56568 -22.14271  2.42
C -4.70932 -3.38093 -21.66833  -1.58
C -4.85203 -1.17068 -23.62031  -0.74
C -4.78452 0.06689 -22.69170  -0.83
H -3.02069 -0.41383 -25.90818  0.41
H -3.21575 -2.13168 -26.14426  0.34
H -1.61049 -1.44471 -26.04556  0.49
H -1.72817 -2.32513 -23.98862  -0.17
H -2.07718 -0.66680 -23.66314  0.24
H -3.28753 -1.78731 -21.39629  -0.09
H -2.66099 -3.26254 -22.12126  -1.74
H -4.96507 -4.10504 -22.44168  0.62
H -5.56711 -2.77176 -21.37894  0.65
H -4.44507 -3.94683 -20.77055  -0.19
H -4.81824 -0.76007 -24.63145  0.48
H -5.84338 -1.61710 -23.54784  0.43
H -5.46952 0.86001 -22.98867  0.46
H -5.08586 -0.22460 -21.68027  0.07
H -3.76133 0.43879 -22.63381  0.20
C -0.83517 -0.18985 -18.81753  -1.10
C -0.39988 -1.40631 -18.05412  1.55
C 0.19058 -1.21491 -16.67218  -0.99
O -0.51546 -2.52616 -18.50202  -0.82
H -1.76173 0.14922 -18.34116  0.14
H -1.10006 -0.38131 -19.85602  0.05
H -0.07097 0.58720 -18.80197  0.53
H -0.51343 -1.50345 -15.89661  -0.20
H 0.60971 -0.21352 -16.55511  0.44
H 1.10058 -1.81117 -16.58538  0.26
C 0.16142 -3.51056 -22.30223  0.05
C 1.04645 -2.33857 -22.73857  0.01
C 1.70048 -1.55630 -21.62367  -0.16
O 1.21852 -2.11940 -23.91094  -0.63
H 0.81737 -4.31437 -21.96413  0.38
H -0.57260 -3.71720 -23.07665  0.33
H -0.45757 -3.27365 -21.42779  -0.22
H 1.10014 -0.68097 -21.35875  0.29
H 2.71986 -1.31051 -21.90379  0.22
H 1.63687 -2.15015 -20.70983  -0.29
C -0.57715 -5.46469 -19.17599  2.18
C -1.59741 -6.35503 -18.50126  0.50
C -3.04188 -5.96545 -18.56987  0.80
O -1.22020 -7.34095 -17.91992  0.18
H -0.73301 -5.53522 -20.25555  -1.10
H 0.41038 -5.82193 -18.89431  -0.91
H -0.72906 -4.42047 -18.89286  -0.31
H -3.67884 -6.57475 -17.92961  -0.35
H -3.37591 -6.06627 -19.60751  -0.54
H -3.20688 -4.93292 -18.24634  -0.14
C 1.57656 -7.32047 -15.44964  -0.55
C 0.73017 -6.32310 -14.70339  0.18
C 0.16145 -5.15787 -15.47124  0.41
O 0.56178 -6.42579 -13.51162  -0.64
H 2.19360 -6.88558 -16.23089  -0.05
H 0.87804 -8.01376 -15.93856  0.10
H 2.12300 -7.96398 -14.76324  0.50
H -0.92257 -5.26617 -15.54053  -0.16
H 0.50881 -5.18356 -16.50751  -0.46
H 0.46203 -4.19968 -15.05328  0.47

Results
HOMO level in eV: -8.00
SMILES: CCN(CC)CC.CCN(CC)CC.CCN(CC)CC.CCN(CC)CC.CCN(CC)CC.CCN(CC)CC.CCN(CC)CC.CCN(CC)CC.CC(C)=O.CC(C)=O.CC(C)=O.CC(C)=O

Entry 2:
C46H62N6O9S2 | ωB97M-V with the def2-TZVPD basis set

Each line ends with the Mulliken charge.
Atoms and positions in Å:
C -3.45158 5.16270 5.10008  -0.74
O -2.34620 5.12076 5.96528  -0.43
C -1.39323 4.14026 5.58481  -0.39
C -0.63693 3.64022 6.80081  -0.93
C -0.25519 2.17652 6.63503  0.67
C 0.68929 1.66605 7.73722  -1.05
C 2.09656 1.29637 7.25084  -0.76
C 2.50029 -0.17057 7.49276  -1.21
C 2.52686 -1.02299 6.23387  -0.82
C 1.23949 -1.83062 6.04946  -0.15
C 0.95208 -2.16127 4.58436  -1.64
C -0.28429 -1.51773 4.02378  0.47
S -1.81460 -2.25525 4.69648  1.73
C -2.09045 -1.61569 6.30849  -0.80
O -1.60700 -3.66334 4.79568  -0.81
O -2.87644 -1.79025 3.85799  -0.63
O -0.43177 -0.12494 4.42922  0.26
S -0.01238 0.78491 3.19339  1.04
O 1.39281 0.77040 3.13840  -0.52
O -0.68892 2.01288 3.15162  -0.65
O -0.73439 -0.17555 2.15122  -0.46
C -0.39772 -1.53625 2.48132  -0.78
O 0.77250 -1.95612 1.88764  -0.17
C 0.63684 -2.00906 0.46676  -1.23
C 1.65637 -1.17386 -0.35440  0.71
C 0.99179 0.00956 -1.04284  -1.33
O 2.75376 -0.76856 0.42810  -0.58
H -3.13810 5.15596 4.05826  0.32
H -4.01879 6.06029 5.30669  0.28
H -4.10024 4.29901 5.25577  0.27
H -0.71214 4.54768 4.84054  0.27
H -1.92824 3.29335 5.15576  0.30
H -1.28508 3.76590 7.66189  0.36
H 0.27538 4.20912 6.95445  0.38
H 0.23082 2.08754 5.66534  -0.40
H -1.16478 1.58324 6.58519  -0.11
H 0.77276 2.47401 8.45712  0.59
H 0.23168 0.83854 8.26941  0.41
H 2.82526 1.92988 7.74272  0.51
H 2.20255 1.49758 6.19181  0.42
H 1.83624 -0.61154 8.23124  0.49
H 3.50551 -0.17044 7.89728  0.48
H 3.34775 -1.73035 6.30627  0.43
H 2.70206 -0.41404 5.35982  0.44
H 0.43825 -1.27987 6.52732  -0.11
H 1.36734 -2.76908 6.57641  0.33
H 1.78607 -1.85184 3.96762  0.77
H 0.82193 -3.22872 4.44971  0.43
H -3.09860 -1.94020 6.53774  0.58
H -2.03034 -0.53764 6.31919  -0.05
H -1.39130 -2.05897 7.00025  0.35
H -1.18474 -2.21909 2.17800  0.91
H -0.37528 -1.74430 0.18038  0.50
H 0.77664 -3.04996 0.19312  0.40
H 2.04246 -1.83109 -1.13350  0.26
H 1.50020 0.20489 -1.98292  0.29
H 1.09383 0.91766 -0.45750  0.39
H -0.04828 -0.16996 -1.28365  0.38
H 3.01611 0.11213 0.13179  0.34
C -0.97415 -1.54244 -6.22663  0.11
C -0.56411 -0.31778 -5.72528  -0.64
C -0.70662 -0.08076 -4.36645  -0.15
N -1.21897 -0.96399 -3.51449  -0.38
C -1.60899 -2.13524 -4.01092  -0.22
C -1.50776 -2.47406 -5.35192  -0.64
H -0.87894 -1.76912 -7.28141  0.43
H -0.14186 0.44008 -6.37102  0.36
H -0.39517 0.86438 -3.93359  0.40
H -2.02449 -2.83564 -3.29439  0.38
H -1.83988 -3.44242 -5.69935  0.36
C 5.19130 2.61853 -3.54201  -0.19
C 4.99100 3.44015 -2.44478  -0.61
C 4.42045 2.89378 -1.30612  -0.39
N 4.05159 1.61885 -1.21023  -0.10
C 4.24862 0.84013 -2.27285  0.15
C 4.81276 1.28838 -3.45636  -0.99
H 5.63547 3.00808 -4.44864  0.39
H 5.27049 4.48397 -2.46719  0.40
H 4.24921 3.50135 -0.42451  0.45
H 3.93840 -0.19447 -2.16250  0.43
H 4.95169 0.61036 -4.28674  0.42
C -6.25506 -1.44677 5.66442  -0.25
C -6.70999 -0.77758 6.78924  -0.41
C -7.50743 -1.46940 7.68937  -0.17
N -7.86207 -2.74148 7.53307  -0.58
C -7.41748 -3.36972 6.44798  -0.19
C -6.61410 -2.77259 5.48744  -0.34
H -5.62749 -0.94608 4.93728  0.48
H -6.45419 0.25798 6.96753  0.37
H -7.88291 -0.98259 8.58301  0.35
H -7.72277 -4.40542 6.34625  0.35
H -6.27824 -3.33208 4.62544  0.38
C 7.76698 0.52306 0.96005  -0.54
C 6.40639 0.73017 1.11775  0.03
C 5.92025 0.96641 2.39464  -0.51
N 6.69219 1.00427 3.47969  -0.49
C 7.99596 0.80137 3.31132  -0.32
C 8.58247 0.55843 2.07971  -0.31
H 8.18597 0.33719 -0.02091  0.39
H 5.73468 0.71291 0.27208  0.42
H 4.86096 1.13384 2.55708  0.62
H 8.59907 0.83560 4.21300  0.34
H 9.64984 0.40227 2.00284  0.37
C -4.48195 -1.12194 -10.74559  -0.22
C -3.52573 -0.35250 -10.10229  -0.55
C -2.26786 -0.90045 -9.90272  -0.15
N -1.92431 -2.12564 -10.29200  -0.54
C -2.85253 -2.85218 -10.91074  -0.20
C -4.14049 -2.39964 -11.16017  -0.44
H -5.47602 -0.73214 -10.92131  0.37
H -3.75123 0.64763 -9.75955  0.37
H -1.48999 -0.33436 -9.40088  0.58
H -2.54455 -3.84634 -11.21422  0.37
H -4.85444 -3.03412 -11.66654  0.38
C -0.63111 -0.39298 -13.17583  -0.23
C 0.17646 0.16989 -14.15038  -0.45
C -0.42635 0.70248 -15.28055  -0.25
N -1.74017 0.70101 -15.48432  -0.56
C -2.50141 0.15523 -14.53977  -0.42
C -2.00298 -0.40141 -13.37122  0.26
H -0.20279 -0.82089 -12.27808  0.41
H 1.25188 0.19679 -14.04028  0.37
H 0.17126 1.15390 -16.06516  0.34
H -3.56904 0.16593 -14.73364  0.36
H -2.66415 -0.82837 -12.63655  0.18

Results
HOMO level in eV: -9.39
SMILES: COCCCCCCCCC[C@@]1(S(C)(=O)=O)OS(=O)(=O)O[C@H]1OC[C@@H](C)O.c1ccncc1.c1ccncc1.c1ccncc1.c1ccncc1.c1ccncc1.c1ccncc1